9
Properties=species:S:1:pos:R:3:nbo_charge:R:1 method="wB97M-V/def2-TZVPD" smiles="CC([S-])=C=C=S" relative_energy_ev=2.840 total_charge=-1 homo_ev="-3.96 / -3.96" lumo_ha="0.10313 / 0.10315" largest_force_ha_per_bohr=0.0873
C -0.43327 0.50028 0.17266 0.185
C 2.03327 1.00702 -0.49642 -0.055
C 0.82283 0.71191 -0.40497 -0.339
C -0.96206 -0.89112 0.11208 -0.697
S 3.61111 1.26200 -0.81397 -0.174
S -2.15996 1.30099 1.28331 -0.569
H -0.06327 -1.62329 0.01596 0.174
H -1.49065 -0.92417 -0.83752 0.238
H -1.35800 -1.34361 0.96887 0.237